# 1
This record from the OMol25 dataset describes a cluster of 2 separate species, C7H9BrF8IN2O4P in total at a distorted geometry. The level of theory is the ωB97M-V functional and the def2-TZVPD basis.

Output
E_LUMO: -0.61 eV
structure (SMILES): FC(F)C(F)(F)COC(F)(F)C(F)F.NCN(I)C(=O)OP(O)Br
E_HOMO: -0.350 Ha
net charge: 0
frontier orbital gap: 0.327 hartree

Last column: Mulliken charge in e.
Cartesian coordinates (Å):
I  1.128  -4.128  -2.581  0.1784
Br  -5.064  -3.043  1.250  -0.2194
P  -3.555  -3.698  -0.371  0.4858
F  -0.739  1.999  -0.945  -0.2342
F  2.092  5.075  -0.206  -0.2948
F  -0.632  5.440  -0.955  -0.2526
F  0.634  -0.035  1.622  -0.3066
F  -0.496  1.800  1.912  -0.2861
F  -1.539  0.184  -0.066  -0.2720
F  1.176  3.339  -1.122  -0.2716
F  -1.199  3.903  0.480  -0.2008
O  -0.913  -5.543  -0.879  -0.5079
O  -1.964  -3.758  0.414  -0.2300
O  -3.591  -2.460  -1.595  -0.4823
O  1.548  3.368  1.113  -0.4111
N  2.286  -2.321  -0.281  -0.6689
N  0.032  -3.191  -1.109  -0.4156
C  1.635  1.955  0.906  -0.8719
C  1.133  4.128  -0.023  0.7479
C  -0.386  0.875  -0.284  0.0690
C  0.873  -2.743  0.065  -0.1320
C  -0.230  4.804  0.178  0.2072
C  -0.948  -4.242  -0.547  0.5996
C  0.324  1.164  1.033  0.9760
H  2.288  1.605  1.715  0.4563
H  -0.189  5.537  0.988  0.2363
H  0.339  -1.771  0.507  0.1704
H  2.625  -1.769  0.563  0.2517
H  2.185  1.710  -0.012  0.3548
H  0.855  -3.539  0.932  0.3158
H  2.942  -3.157  -0.302  0.3014
H  0.239  0.266  -0.945  0.3451
H  -2.890  -1.755  -1.455  0.3621

# 2
This record from the OMol25 dataset describes a cluster of 2 separate species, C7H9BrN2 in total at a distorted geometry. The level of theory is the ωB97M-V functional and the def2-TZVPD basis.

Output
E_LUMO: -0.22 eV
energy above the lowest of the compared OMol25 structures with the same formula, charge and spin: 2.2272 eV
structure (SMILES): C/N=N\c1ccccc1.Br
E_HOMO: -0.327 Ha
net charge: 0
frontier orbital gap: 0.319 hartree

Last column: Mulliken charge in e.
Cartesian coordinates (Å):
Br  -5.358  0.452  0.223  -0.3829
N  -2.217  -0.050  0.078  -0.2104
N  -1.269  -0.321  0.825  -0.2831
C  1.753  -1.817  -0.427  -0.2933
C  2.139  -0.115  1.115  -0.2757
C  2.666  -1.076  0.298  -0.7860
C  -2.129  0.330  -1.337  -0.9602
C  -0.011  -0.540  0.532  0.8359
C  0.804  0.216  1.332  -0.5537
C  0.379  -1.528  -0.392  -0.3359
H  -2.767  1.233  -1.459  0.2827
H  -1.184  0.560  -1.772  0.4407
H  -3.833  0.249  0.157  0.3339
H  -2.619  -0.500  -1.824  0.3782
H  -0.315  -2.082  -1.045  0.3451
H  3.679  -1.454  0.334  0.3802
H  1.973  -2.550  -1.137  0.3889
H  2.753  0.566  1.565  0.3973
H  0.423  1.051  2.077  0.2982

- What is the frontier orbital gap in the second record?
  0.319 hartree

Repeat the second record exactly.
This record from the OMol25 dataset describes a cluster of 2 separate species, C7H9BrN2 in total at a distorted geometry. The level of theory is the ωB97M-V functional and the def2-TZVPD basis.

Output
E_LUMO: -0.22 eV
energy above the lowest of the compared OMol25 structures with the same formula, charge and spin: 2.2272 eV
structure (SMILES): C/N=N\c1ccccc1.Br
E_HOMO: -0.327 Ha
net charge: 0
frontier orbital gap: 0.319 hartree

Last column: Mulliken charge in e.
Cartesian coordinates (Å):
Br  -5.358  0.452  0.223  -0.3829
N  -2.217  -0.050  0.078  -0.2104
N  -1.269  -0.321  0.825  -0.2831
C  1.753  -1.817  -0.427  -0.2933
C  2.139  -0.115  1.115  -0.2757
C  2.666  -1.076  0.298  -0.7860
C  -2.129  0.330  -1.337  -0.9602
C  -0.011  -0.540  0.532  0.8359
C  0.804  0.216  1.332  -0.5537
C  0.379  -1.528  -0.392  -0.3359
H  -2.767  1.233  -1.459  0.2827
H  -1.184  0.560  -1.772  0.4407
H  -3.833  0.249  0.157  0.3339
H  -2.619  -0.500  -1.824  0.3782
H  -0.315  -2.082  -1.045  0.3451
H  3.679  -1.454  0.334  0.3802
H  1.973  -2.550  -1.137  0.3889
H  2.753  0.566  1.565  0.3973
H  0.423  1.051  2.077  0.2982

- What is the E_LUMO in the second record?
  -0.22 eV